# C6H14O

The molecule C6H14O (ωB97M-V/def2-TZVPD, the OMol25 dataset).

Values from the calculation:
Gap between HOMO and LUMO = 11.105 eV
Lowest unoccupied orbital energy = 1.0 eV
Charge = 0
SMILES string = CC(C)C[C@@H](C)O
HOMO energy = -10.1 eV

Last column: natural (NBO) charge in e.
Atoms and positions in Å:
C: -2.222 -0.156 -1.236  -0.60
C: -1.086 -0.448 -0.252  -0.22
C: -1.541 -0.337 1.205  -0.61
C: 0.141 0.451 -0.470  -0.41
C: 1.450 -0.207 -0.020  0.11
C: 2.593 0.795 0.051  -0.64
O: 1.256 -0.862 1.229  -0.74
H: -3.091 -0.785 -1.011  0.21
H: -1.920 -0.369 -2.269  0.20
H: -2.551 0.891 -1.193  0.20
H: -0.764 -1.484 -0.433  0.19
H: -2.414 -0.962 1.416  0.20
H: -1.787 0.706 1.447  0.19
H: -0.724 -0.643 1.858  0.24
H: -0.010 1.410 0.051  0.20
H: 0.262 0.696 -1.535  0.21
H: 1.690 -0.977 -0.770  0.15
H: 2.452 1.469 0.905  0.21
H: 2.629 1.402 -0.859  0.22
H: 3.559 0.287 0.157  0.21
H: 2.077 -0.877 1.729  0.47

---

# C45H35N12OW

A structure of composition C45H35N12OW at a distorted geometry (ωB97M-V/def2-TZVPD, the OMol25 dataset).

Values from the calculation:
Gap between HOMO and LUMO (alpha / beta) = 4.987 / 4.950 eV
Lowest unoccupied orbital energy (alpha / beta) = -4.0 / -4.0 eV
Charge = +1
HOMO energy (alpha / beta) = -9.0 / -8.9 eV

Last column: Mulliken charge in e.
Atoms and positions in Å:
W: -0.486 -0.542 0.304  1.09
C: 3.282 -5.293 2.563  -0.70
C: 3.926 -5.157 1.326  -0.70
C: 3.375 -4.397 0.307  -0.31
C: 2.171 -3.765 0.573  0.50
C: 1.324 -2.909 -0.241  -0.28
N: 0.243 -2.469 0.507  -0.24
C: 0.319 -3.106 1.719  -0.14
N: -0.551 -3.067 2.690  -0.53
C: -1.607 -2.286 2.627  0.19
C: -2.688 -2.342 3.590  0.24
C: -2.935 -3.202 4.653  -0.24
C: -4.088 -2.988 5.385  -0.72
C: -4.971 -1.949 5.056  -0.68
C: -4.724 -1.102 3.990  -0.27
C: -3.560 -1.315 3.264  0.15
C: -3.020 -0.671 2.082  0.29
N: -3.641 0.295 1.471  -0.50
C: -3.279 0.738 0.280  -0.21
N: -2.284 0.218 -0.509  -0.10
C: -2.341 0.875 -1.713  -0.21
N: -1.590 0.641 -2.765  -0.31
C: -0.651 -0.281 -2.776  -0.38
N: -0.113 -0.959 -1.692  0.32
C: 0.790 -1.854 -2.198  -0.26
N: 1.557 -2.666 -1.492  -0.38
C: 0.864 -1.742 -3.630  0.45
C: 1.587 -2.456 -4.584  -0.30
C: 1.394 -2.117 -5.907  -0.73
C: 0.496 -1.098 -6.275  -0.69
C: -0.226 -0.398 -5.329  -0.33
C: -0.024 -0.735 -3.992  0.58
C: -3.353 1.901 -1.667  0.46
C: -3.757 2.864 -2.593  -0.41
C: -4.751 3.741 -2.207  -0.69
C: -5.344 3.658 -0.931  -0.71
C: -4.958 2.694 -0.022  -0.24
C: -3.944 1.815 -0.408  0.34
N: -1.809 -1.279 1.734  0.08
C: 1.539 -3.894 1.796  0.45
C: 2.073 -4.667 2.814  -0.37
H: 3.742 -5.901 3.331  0.43
H: 4.873 -5.659 1.166  0.44
H: 3.859 -4.288 -0.655  0.55
H: -2.246 -4.005 4.884  0.57
H: -4.320 -3.632 6.224  0.42
H: -5.867 -1.814 5.648  0.42
H: -5.408 -0.307 3.722  0.57
H: 2.270 -3.240 -4.283  0.58
H: 1.932 -2.647 -6.683  0.43
H: 0.367 -0.867 -7.325  0.43
H: -0.931 0.376 -5.603  0.57
H: -3.312 2.905 -3.580  0.58
H: -5.096 4.500 -2.898  0.45
H: -6.127 4.360 -0.669  0.44
H: -5.420 2.610 0.953  0.58
H: 1.562 -4.764 3.764  0.56
C: 4.957 1.515 -1.683  -0.99
N: 3.570 1.771 -1.334  0.16
C: 3.486 2.750 -0.266  -0.77
C: 2.730 0.586 -1.132  -0.39
C: 2.700 0.031 0.285  0.93
C: 3.911 -0.311 0.886  -0.42
C: 3.980 -0.660 2.228  -0.94
C: 2.823 -0.648 2.992  -0.97
C: 1.608 -0.362 2.383  -0.48
C: 1.503 -0.063 1.017  0.92
H: 5.380 2.403 -2.160  0.37
H: 5.016 0.692 -2.396  0.31
H: 5.590 1.276 -0.816  0.35
H: 3.878 3.708 -0.619  0.34
H: 4.054 2.458 0.629  0.33
H: 2.451 2.884 0.034  0.16
H: 3.075 -0.174 -1.838  0.43
H: 1.714 0.849 -1.408  -1.26
H: 4.819 -0.290 0.295  0.43
H: 4.932 -0.915 2.678  0.45
H: 2.859 -0.880 4.050  0.46
H: 0.719 -0.368 3.001  0.49
C: -0.882 5.546 -0.440  -1.15
N: -0.761 4.151 -0.049  0.27
C: -1.085 3.611 1.264  -0.60
C: -0.718 2.166 1.046  -0.16
O: -0.813 1.215 1.825  -0.66
N: -0.237 1.973 -0.189  0.33
C: -0.301 3.160 -0.818  -0.88
N: 0.098 3.337 -2.070  -0.09
H: -1.152 6.129 0.436  0.41
H: -1.661 5.679 -1.193  0.35
H: 0.068 5.925 -0.821  0.34
H: -2.144 3.717 1.499  0.48
H: -0.494 4.063 2.063  0.46
H: 0.304 2.520 -2.624  0.17
H: -0.096 4.197 -2.553  0.29

---

# C5H10OS

The molecule C5H10OS at a distorted geometry (ωB97M-V/def2-TZVPD, the OMol25 dataset).

Values from the calculation:
Gap between HOMO and LUMO = 9.582 eV
Lowest unoccupied orbital energy = 0.9 eV
Charge = 0
SMILES string = CSCCCC=O
HOMO energy = -8.6 eV

Last column: natural (NBO) charge in e.
Atoms and positions in Å:
O: -1.243 2.903 -1.772  -0.52
C: -0.105 2.570 -1.578  0.45
C: 0.330 1.194 -1.190  -0.52
C: -0.190 0.879 0.232  -0.40
C: -0.807 -0.493 0.430  -0.50
S: 0.199 -1.898 -0.218  0.14
C: 0.667 -2.803 1.304  -0.72
H: 0.686 3.344 -1.645  0.10
H: 1.417 1.135 -1.209  0.22
H: -0.018 0.473 -1.932  0.24
H: 0.601 1.079 0.962  0.21
H: -0.951 1.608 0.529  0.22
H: -1.095 -0.598 1.472  0.22
H: -1.700 -0.588 -0.186  0.22
H: 1.710 -3.076 1.204  0.23
H: 0.531 -2.112 2.134  0.22
H: -0.031 -3.617 1.464  0.22

---

# C65H46F5INP3RuSSi

A structure of composition C65H46F5INP3RuSSi (ωB97M-V/def2-TZVPD, the OMol25 dataset).

Values from the calculation:
2S+1 = 2
Gap between HOMO and LUMO (alpha / beta) = 6.983 / 6.404 eV
Lowest unoccupied orbital energy (alpha / beta) = -2.9 / -3.5 eV
Charge = +1
<S²> = 0.7595
HOMO energy (alpha / beta) = -9.9 / -9.9 eV

Last column: Mulliken charge in e.
Atoms and positions in Å:
Ru: 0.909 -0.372 0.763  -1.48
C: -7.395 -0.088 -0.553  -0.67
C: -6.843 -0.013 -1.824  -0.78
C: -5.469 0.106 -1.983  -0.01
C: -4.632 0.151 -0.870  -0.02
C: -5.197 0.057 0.401  -0.32
C: -6.570 -0.050 0.562  -1.00
P: -2.809 0.267 -0.946  1.46
C: -2.495 -0.294 -2.662  0.00
C: -2.926 -1.574 -3.015  -0.48
C: -2.639 -2.106 -4.260  -0.85
C: -1.903 -1.366 -5.177  -0.88
C: -1.482 -0.089 -4.845  -0.60
C: -1.783 0.448 -3.599  -0.57
C: -2.465 2.055 -1.111  0.04
C: -3.495 2.940 -1.431  -0.40
C: -3.247 4.282 -1.665  -1.06
C: -1.945 4.748 -1.599  -0.82
C: -0.924 3.879 -1.252  0.07
C: -1.146 2.522 -0.973  1.19
Si: 0.476 1.597 -0.524  0.24
C: 1.448 2.906 0.496  0.56
C: 2.267 3.895 -0.040  0.24
C: 3.029 4.720 0.780  -1.18
C: 2.986 4.566 2.158  -0.92
C: 2.166 3.597 2.725  -0.80
C: 1.405 2.781 1.898  -0.52
P: 0.300 1.436 2.400  0.60
C: 0.334 1.097 4.189  1.40
C: 0.236 -0.217 4.634  -0.17
C: 0.127 -0.495 5.988  -0.97
C: 0.117 0.542 6.909  -0.73
C: 0.181 1.858 6.471  -0.99
C: 0.267 2.137 5.116  -0.87
C: -1.362 2.193 2.337  1.15
C: -1.553 3.516 1.957  -0.48
C: -2.824 4.075 1.986  -0.41
C: -3.906 3.322 2.409  -0.86
C: -3.716 2.009 2.820  -0.41
C: -2.453 1.443 2.780  -0.61
C: 1.421 1.378 -2.144  0.56
C: 1.186 2.099 -3.315  0.09
C: 1.965 1.893 -4.443  -0.82
C: 3.005 0.972 -4.418  -1.05
C: 3.270 0.261 -3.259  -0.16
C: 2.472 0.460 -2.135  -0.07
P: 2.821 -0.313 -0.529  2.62
C: 4.407 0.502 -0.088  0.69
C: 4.486 1.608 0.752  -0.10
C: 5.697 2.251 0.963  -1.23
C: 6.846 1.804 0.331  -0.77
C: 6.779 0.709 -0.517  -0.94
C: 5.570 0.063 -0.725  -0.67
C: 3.386 -2.019 -0.851  0.77
C: 2.970 -2.737 -1.969  -0.66
C: 3.363 -4.058 -2.136  -0.85
C: 4.165 -4.673 -1.187  -0.76
C: 4.587 -3.961 -0.072  -0.91
C: 4.203 -2.641 0.093  -0.26
H: -8.466 -0.185 -0.432  0.41
H: -7.482 -0.050 -2.696  0.44
H: -5.047 0.161 -2.980  0.49
H: -4.550 0.070 1.269  0.34
H: -6.995 -0.120 1.556  0.45
H: -3.519 -2.151 -2.314  0.87
H: -2.988 -3.099 -4.513  0.49
H: -1.673 -1.781 -6.150  0.41
H: -0.922 0.501 -5.560  0.47
H: -1.461 1.453 -3.363  0.47
H: -4.509 2.570 -1.502  0.41
H: -4.063 4.950 -1.911  0.42
H: -1.720 5.788 -1.801  0.41
H: 0.072 4.292 -1.179  0.13
H: 2.348 4.004 -1.117  0.50
H: 3.676 5.468 0.341  0.40
H: 3.594 5.196 2.795  0.44
H: 2.144 3.472 3.800  0.52
H: 0.235 -1.029 3.918  0.37
H: 0.046 -1.521 6.322  0.49
H: 0.038 0.328 7.966  0.41
H: 0.143 2.670 7.185  0.45
H: 0.252 3.167 4.782  0.55
H: -0.716 4.120 1.635  0.04
H: -2.960 5.103 1.677  0.48
H: -4.896 3.758 2.432  0.41
H: -4.554 1.423 3.175  0.52
H: -2.317 0.426 3.126  0.23
H: 0.380 2.823 -3.349  0.42
H: 1.761 2.450 -5.349  0.51
H: 3.612 0.813 -5.299  0.45
H: 4.090 -0.445 -3.238  0.42
H: 3.603 1.967 1.257  0.43
H: 5.735 3.107 1.625  0.54
H: 7.791 2.305 0.499  0.43
H: 7.669 0.349 -1.016  0.46
H: 5.546 -0.797 -1.381  0.39
H: 2.330 -2.275 -2.709  0.44
H: 3.038 -4.605 -3.012  0.50
H: 4.471 -5.703 -1.321  0.42
H: 5.227 -4.431 0.664  0.51
H: 4.564 -2.083 0.948  0.48
F: -4.384 -4.566 1.302  -0.34
C: -3.337 -3.918 0.810  0.71
C: -2.764 -2.877 1.520  -0.48
F: -3.257 -2.506 2.702  -0.42
C: -1.675 -2.229 0.983  -0.02
F: -1.115 -1.222 1.712  0.88
C: -1.121 -2.544 -0.244  0.43
S: 0.140 -1.578 -0.994  -0.36
C: -1.695 -3.617 -0.917  -0.36
F: -1.198 -4.009 -2.089  -0.50
C: -2.793 -4.291 -0.409  0.32
F: -3.328 -5.300 -1.088  -0.35
I: 3.428 -0.397 3.258  0.34
C: 2.516 -2.243 3.008  -0.09
C: 2.914 -3.311 3.794  -0.94
C: 2.392 -4.562 3.509  -0.67
C: 1.522 -4.692 2.439  -1.09
C: 1.179 -3.562 1.721  -0.81
N: 1.638 -2.337 2.007  1.39
H: 3.623 -3.163 4.595  0.58
H: 2.679 -5.421 4.101  0.47
H: 1.114 -5.651 2.155  0.56
H: 0.523 -3.634 0.864  0.77